A 2-piece molecular cluster, C4H12NO3 overall at a distorted geometry, computed with wB97M-V/def2-TZVPD.

Geometry as XYZ:
```
20
Properties=species:S:1:pos:R:3:nbo_charge:R:1
C 0.73 0.36 -0.94 0.00
O 1.42 -0.75 -0.87 -0.93
C -0.69 0.21 -0.21 -0.08
C -0.40 -0.12 1.27 -0.46
C -0.44 1.07 2.26 -0.06
O 0.47 1.06 3.39 -0.74
N -1.65 -0.60 -1.03 -0.86
H 1.30 1.22 -0.31 0.06
H 0.38 0.71 -1.97 0.11
H -1.12 1.28 -0.39 0.15
H -1.16 -0.89 1.48 0.18
H 0.62 -0.64 1.38 0.22
H -0.20 2.00 1.63 0.16
H -1.47 1.22 2.52 0.16
H 1.00 0.23 3.27 0.47
H -1.75 -1.52 -0.49 0.33
H -1.09 -1.06 -1.89 0.38
H 1.27 -1.05 -2.34 0.49
H 1.85 -1.41 -3.57 0.44
O 0.93 -1.33 -3.21 -1.01
```

Properties
- HOMO energy: -3.34 eV
- Charge: -1
- Gap between HOMO and LUMO: 0.2565 Ha

=====

C3H5F as an isolated structure at a distorted geometry, computed with wB97M-V/def2-TZVPD.

Geometry as XYZ:
```
9
Properties=species:S:1:pos:R:3:nbo_charge:R:1
C -0.10 -0.59 0.32 -0.12
C 1.64 0.08 -0.32 0.19
C -1.24 0.25 -0.17 -0.73
F 2.78 -0.53 0.16 -0.35
H -0.11 -1.58 0.71 0.17
H 1.40 1.11 -0.08 0.13
H -1.56 0.88 0.69 0.23
H -0.78 0.87 -1.01 0.24
H -2.04 -0.48 -0.31 0.23
```

Properties
- HOMO energy (spin up / spin down): -8.37 / -9.01 eV
- Gap between HOMO and LUMO (spin up / spin down): 0.3032 / 0.3477 Ha

=====

Sequential E output: -440.03566; -216.95602 a.u.
Sequential ΔE to the lowest compared entry with this formula, charge and spin output: 45.5; 114.3 kcal/mol